No. 1
C12H18FN2 | wB97M-V/def2-TZVPD

Geometry as XYZ:
```
33
C12H18FN2 wB97M-V/def2-TZVPD
C 2.96 0.48 0.31
C 0.88 -1.20 -0.15
C 1.61 1.11 0.29
C 0.49 0.08 0.26
C 3.32 -0.79 0.18
C 2.20 -1.63 -0.10
C 1.74 2.54 0.07
C -0.88 0.12 0.66
C 4.63 -1.43 0.18
C -4.99 0.33 -0.87
C -3.61 -0.06 -0.62
C -3.28 -0.74 0.70
N 2.74 3.25 -0.46
N -1.78 -1.04 0.66
F 2.40 -2.94 -0.49
H 3.70 1.18 0.53
H 0.17 -2.01 -0.47
H 0.82 3.05 -0.01
H -1.47 0.94 0.89
H 5.33 -0.86 0.83
H 4.66 -2.52 0.61
H 5.07 -1.49 -0.84
H -5.08 0.52 -2.04
H -5.72 -0.45 -0.62
H -5.45 1.19 -0.36
H -2.85 0.82 -0.75
H -3.17 -0.88 -1.22
H -3.49 -0.02 1.55
H -4.05 -1.53 0.84
H 3.64 2.80 -0.37
H 2.83 4.29 -0.54
H -1.74 -1.54 -0.19
H -1.62 -1.58 1.53
```

Summary:
* energy relative to the best compared isomer or geometry (same formula, charge and spin): 0.0 kJ/mol
* gap between HOMO and LUMO (alpha / beta): 0.253 / 0.253 Eh
* highest occupied orbital energy (alpha / beta): -0.385 / -0.385 Ha
* LUMO level (alpha / beta): -3.61 / -3.61 eV
* total charge: +1

These are the Löwdin partial charges, in e, on atoms 1 to 8: atom 1 (C): -0.01, atom 2 (C): -0.01, atom 3 (C): -0.08, atom 4 (C): -0.13, atom 5 (C): -0.25, atom 6 (C): -0.16, atom 7 (C): -0.08, atom 8 (C): -0.05

No. 2
C12H18N2O8 | wB97M-V/def2-TZVPD

Geometry as XYZ:
```
40
C12H18N2O8 wB97M-V/def2-TZVPD
N 4.13 -1.29 4.97
C 3.83 -0.61 4.09
C 3.55 0.33 2.98
O 3.39 -0.33 1.75
C 2.32 1.25 3.33
C 2.69 2.64 3.02
N 3.05 3.66 2.63
C 1.04 0.84 2.58
C -0.23 1.38 3.22
O -1.17 1.69 2.55
H 4.41 0.98 2.86
H 2.91 -1.16 1.86
H 2.15 1.20 4.41
H 0.96 -0.25 2.64
H 1.06 1.13 1.53
H -0.28 1.45 4.32
C 3.29 1.01 -1.16
O 2.89 0.28 -2.32
C 1.57 0.17 -2.44
O 0.76 0.61 -1.66
O 1.29 -0.52 -3.54
C -0.11 -0.70 -3.77
H 4.37 1.03 -1.15
H 2.90 2.02 -1.19
H 2.94 0.50 -0.26
H -0.61 0.25 -3.89
H -0.57 -1.26 -2.96
H -0.20 -1.28 -4.69
C -2.58 -0.42 -0.40
O -3.03 -1.15 -1.55
C -4.36 -1.26 -1.64
O -5.16 -0.81 -0.87
O -4.64 -1.95 -2.75
C -6.04 -2.14 -2.98
H -1.49 -0.41 -0.45
H -2.95 0.60 -0.43
H -2.90 -0.91 0.52
H -6.54 -1.18 -3.10
H -6.49 -2.70 -2.16
H -6.12 -2.72 -3.90
```

Summary:
* gap between HOMO and LUMO: 0.393 Eh
* highest occupied orbital energy: -0.393 Ha
* LUMO level: 0.01 eV
* total charge: 0

These are the Löwdin partial charges, in e, on atoms 1 to 8: atom 1 (N): 0.18, atom 2 (C): -0.14, atom 3 (C): -0.32, atom 4 (O): -0.01, atom 5 (C): -0.24, atom 6 (C): -0.18, atom 7 (N): 0.18, atom 8 (C): -0.10

No. 3
C12H18N2OS | wB97M-V/def2-TZVPD

Geometry as XYZ:
```
34
C12H18N2OS wB97M-V/def2-TZVPD
O -4.37 2.27 -0.13
S -0.11 2.70 1.62
C -3.34 1.78 -0.57
C -2.03 1.86 0.07
C -1.73 2.71 1.12
C -0.86 1.00 -0.33
C 0.26 1.36 0.49
N -3.53 1.46 -1.91
N -2.62 3.64 1.54
C 2.42 -3.70 1.53
C -0.72 -0.06 -1.35
C 1.57 0.67 0.48
C 2.66 -2.44 0.75
C 0.73 -0.25 -1.80
C 1.38 -1.85 0.31
C 1.66 -0.49 -0.57
H -4.32 1.94 -2.31
H -2.72 1.34 -2.50
H -2.58 3.81 2.52
H -3.59 3.53 1.19
H 1.80 -4.34 0.87
H 3.35 -4.17 1.65
H 1.95 -3.54 2.54
H -1.01 -1.10 -1.09
H -1.27 0.27 -2.25
H 2.05 0.31 1.42
H 2.26 1.36 0.07
H 3.14 -1.79 1.48
H 3.36 -2.67 -0.12
H 0.72 -1.23 -2.36
H 1.14 0.58 -2.42
H 0.95 -2.68 -0.25
H 0.76 -1.71 1.18
H 2.67 -0.56 -0.88
```

Summary:
* energy relative to the best compared isomer or geometry (same formula, charge and spin): 110.8 kJ/mol
* gap between HOMO and LUMO: 0.309 Eh
* highest occupied orbital energy: -0.281 Ha
* LUMO level: 0.74 eV
* total charge: 0

These are the Löwdin partial charges, in e, on atoms 1 to 8: atom 1 (O): 0.01, atom 2 (S): 1.09, atom 3 (C): -0.46, atom 4 (C): -0.13, atom 5 (C): -0.62, atom 6 (C): -0.15, atom 7 (C): -0.42, atom 8 (N): 0.14

No. 4
C12H18N2Si | wB97M-V/def2-TZVPD

Geometry as XYZ:
```
33
C12H18N2Si wB97M-V/def2-TZVPD
C 2.05 -0.08 -1.28
C 2.02 -1.17 0.74
C 0.70 -0.29 -1.38
C 0.68 -1.48 0.55
C 2.76 -0.50 -0.25
C -0.04 -0.85 -0.44
C -3.30 -0.17 1.72
C -2.53 0.30 0.68
C 4.96 0.12 0.90
C 4.59 1.15 -0.13
C -3.29 2.15 -0.74
C -2.26 1.66 0.24
N 4.15 -0.18 -0.21
N -2.87 -1.73 -1.68
Si -1.88 -0.98 -0.60
H 2.62 0.52 -2.01
H 2.59 -1.76 1.47
H 0.19 0.06 -2.27
H 0.15 -1.88 1.39
H -3.66 -1.10 1.81
H -3.64 0.61 2.23
H 5.97 -0.29 0.78
H 4.73 0.25 1.97
H 3.94 1.93 0.35
H 5.46 1.54 -0.67
H -4.21 2.22 -0.11
H -3.50 1.64 -1.66
H -3.10 3.18 -0.88
H -1.25 1.74 -0.13
H -2.28 2.37 1.07
H -2.82 -3.78 0.42
H -3.91 -1.39 -1.59
H -2.98 -3.79 -0.28
```

Summary:
* energy relative to the best compared isomer or geometry (same formula, charge and spin): 245.0 kJ/mol
* gap between HOMO and LUMO: 0.343 Eh
* highest occupied orbital energy: -0.321 Ha
* LUMO level: 0.61 eV
* total charge: 0

These are the Löwdin partial charges, in e, on atoms 1 to 8: atom 1 (C): -0.04, atom 2 (C): 0.00, atom 3 (C): -0.12, atom 4 (C): -0.09, atom 5 (C): -0.24, atom 6 (C): -0.32, atom 7 (C): 0.05, atom 8 (C): -0.35

No. 5
C12H18N4O3S2 | wB97M-V/def2-TZVPD

Geometry as XYZ:
```
39
C12H18N4O3S2 wB97M-V/def2-TZVPD
C -2.04 0.85 -4.06
C -2.04 0.17 -2.82
C -3.47 -0.03 -2.24
O -4.35 0.46 -2.71
N -3.28 -0.55 -1.06
C -2.44 -1.10 -0.07
N -1.19 -1.10 -0.22
N -0.47 -1.99 0.53
C -1.18 -2.39 1.57
S -0.67 -3.10 2.93
C 1.03 -3.43 2.71
H 1.54 -4.20 3.33
H 1.35 -3.51 1.43
C 1.75 -2.00 2.92
O 2.36 -1.76 3.91
N 1.94 -1.08 1.93
H 1.45 -1.24 0.94
C 2.49 0.26 1.95
H 2.59 0.30 2.85
C 1.40 1.23 1.44
C 1.33 1.00 -0.21
H 0.30 0.47 -0.21
C 1.09 2.45 -0.58
H 1.40 2.69 -1.52
C 2.17 2.90 0.22
H 1.89 4.23 0.42
H 3.28 3.18 -0.06
O 1.83 2.38 1.56
H 0.19 2.98 -0.40
H 2.07 0.64 -0.63
H 0.48 0.97 1.88
H 3.50 0.18 1.25
S -3.01 -1.94 1.44
H -4.30 -0.57 -0.58
H -1.29 0.76 -2.00
H -1.67 -0.99 -2.70
H -2.34 1.68 -4.14
H -1.10 1.02 -4.29
H -2.58 0.18 -4.73
```

Summary:
* energy relative to the best compared isomer or geometry (same formula, charge and spin): 1213.2 kJ/mol
* gap between HOMO and LUMO: 0.313 Eh
* highest occupied orbital energy: -0.321 Ha
* LUMO level: -0.23 eV
* total charge: 0

These are the Löwdin partial charges, in e, on atoms 1 to 8: atom 1 (C): -0.11, atom 2 (C): -0.17, atom 3 (C): -0.65, atom 4 (O): 0.21, atom 5 (N): 0.09, atom 6 (C): -0.60, atom 7 (N): -0.03, atom 8 (N): -0.04

No. 6
C12H18N4PdS6 | wB97M-V/def2-TZVPD

Geometry as XYZ:
```
41
C12H18N4PdS6 wB97M-V/def2-TZVPD
Pd 2.08 0.73 1.15
S 4.20 -0.31 0.72
S 4.17 -1.82 2.16
S 3.78 -0.82 3.89
S 1.93 0.06 3.52
N -0.75 -1.05 2.13
C -1.87 -1.56 1.67
N -2.22 -1.70 0.42
C -3.45 -2.30 0.31
C -4.10 -2.58 -0.89
C -5.35 -3.18 -0.87
C -5.97 -3.52 0.33
C -5.33 -3.25 1.54
C -4.09 -2.64 1.52
S -3.07 -2.18 2.85
H -0.04 -0.59 1.55
H -0.57 -0.95 3.12
H -3.61 -2.31 -1.82
H -5.85 -3.40 -1.81
H -6.94 -4.00 0.32
H -5.81 -3.51 2.48
C 2.72 3.89 0.42
N 2.66 3.00 -0.73
C 4.01 2.65 -1.14
C 1.81 1.83 -0.55
S 0.31 2.03 0.36
N 1.76 1.14 -1.83
C 1.05 1.90 -2.84
C 1.25 -0.22 -1.76
H 3.29 4.78 0.13
H 3.20 3.42 1.29
H 1.72 4.19 0.71
H 4.58 2.17 -0.33
H 4.54 3.57 -1.43
H 3.98 1.98 -1.99
H 1.44 2.92 -2.86
H -0.03 1.95 -2.62
H 1.19 1.43 -3.82
H 1.85 -0.79 -1.06
H 1.35 -0.67 -2.76
H 0.20 -0.26 -1.45
```

Summary:
* gap between HOMO and LUMO: 0.175 Eh
* highest occupied orbital energy: -0.022 Ha
* LUMO level: 4.16 eV
* total charge: -2

These are the Löwdin partial charges, in e, on atoms 1 to 8: atom 1 (Pd): 0.09, atom 2 (S): -0.13, atom 3 (S): -0.27, atom 4 (S): -0.28, atom 5 (S): -0.19, atom 6 (N): 0.10, atom 7 (C): -0.66, atom 8 (N): 0.10

No. 7
C12H18N6 | wB97M-V/def2-TZVPD

Geometry as XYZ:
```
36
C12H18N6 wB97M-V/def2-TZVPD
C 7.16 -0.02 15.99
C 8.11 -0.65 15.05
N 8.87 -1.17 14.30
H 6.70 0.87 15.56
H 7.68 0.36 16.86
H 6.40 -0.71 16.35
C 9.68 0.56 22.03
C 9.28 1.21 20.76
N 9.02 1.79 19.75
H 10.16 1.30 22.67
H 10.30 -0.31 21.81
H 8.78 0.16 22.50
C 4.44 -0.72 16.46
C 4.85 0.37 15.61
N 5.13 1.30 14.94
H 3.39 -0.92 16.23
H 4.69 -0.33 17.44
H 4.93 -1.66 16.19
C 5.66 2.09 21.33
C 6.70 1.09 21.40
N 7.51 0.24 21.47
H 5.46 2.31 22.38
H 4.74 1.67 20.92
H 6.05 3.00 20.85
C 7.63 -0.72 19.26
C 6.76 0.20 18.37
N 6.17 0.93 17.73
H 8.22 -0.15 19.97
H 8.33 -1.33 18.69
H 6.97 -1.30 19.90
C 8.03 -3.42 19.09
C 8.71 -4.25 20.11
N 9.28 -4.87 20.91
H 7.20 -4.09 18.88
H 8.64 -3.31 18.19
H 7.73 -2.43 19.44
```

Summary:
* energy relative to the best compared isomer or geometry (same formula, charge and spin): 813.0 kJ/mol
* gap between HOMO and LUMO: 0.372 Eh
* highest occupied orbital energy: -0.371 Ha
* LUMO level: 0.02 eV
* total charge: 0

These are the Löwdin partial charges, in e, on atoms 1 to 8: atom 1 (C): -0.20, atom 2 (C): -0.21, atom 3 (N): 0.09, atom 4 (H): 0.04, atom 5 (H): 0.06, atom 6 (H): 0.03, atom 7 (C): -0.06, atom 8 (C): -0.29

No. 8
C12H18N6 | wB97M-V/def2-TZVPD

Geometry as XYZ:
```
36
C12H18N6 wB97M-V/def2-TZVPD
C 4.55 -3.54 0.79
C 3.54 -2.62 1.31
N 2.59 -2.02 1.53
H 5.49 -3.39 1.29
H 4.56 -3.33 -0.28
H 4.23 -4.57 1.03
C -2.06 4.00 1.59
C -1.44 3.05 2.51
N -1.08 2.13 3.12
H -1.48 4.89 1.47
H -2.99 4.28 2.04
H -2.26 3.55 0.62
C -0.23 -5.07 -0.13
C -0.10 -6.51 0.01
N 0.11 -7.61 0.13
H 0.75 -4.54 -0.24
H -0.77 -4.65 0.76
H -0.86 -4.86 -0.98
C 0.87 5.02 -2.36
C -0.21 5.50 -1.48
N -1.02 5.95 -0.80
H 0.99 3.92 -2.29
H 1.74 5.47 -1.95
H 0.59 5.24 -3.41
C 0.32 -0.08 0.86
C -0.06 1.19 0.13
N -0.22 2.12 -0.47
H 0.66 -0.72 -0.01
H -0.43 -0.53 1.50
H 1.17 0.05 1.45
C -3.12 -0.02 -1.19
C -2.27 -1.15 -1.49
N -1.59 -2.03 -1.82
H -3.37 0.06 -0.13
H -4.07 -0.05 -1.68
H -2.53 0.88 -1.41
```

Summary:
* energy relative to the best compared isomer or geometry (same formula, charge and spin): 66.0 kJ/mol
* gap between HOMO and LUMO: 0.435 Eh
* highest occupied orbital energy: -0.420 Ha
* LUMO level: 0.40 eV
* total charge: 0

These are the Löwdin partial charges, in e, on atoms 1 to 8: atom 1 (C): -0.06, atom 2 (C): -0.25, atom 3 (N): 0.15, atom 4 (H): 0.07, atom 5 (H): 0.09, atom 6 (H): 0.09, atom 7 (C): -0.09, atom 8 (C): -0.27